(1)
169
Properties=species:S:1:pos:R:3:forces:R:3 method="wB97M-V/def2-TZVPD" total_charge=+4 e_homo_ev="-16.0 / -16.0" spin_multiplicity=2 s_squared=0.7549 gap_ev="8.489 / 4.515"
C -0.9100 -0.6900 3.9233 0.129 0.140 0.722
C -1.4586 -0.2433 5.3067 -0.296 -0.433 -1.144
N -0.4827 0.4215 6.1305 4.263 2.132 0.352
C 0.4540 -0.2045 6.9911 -1.979 1.161 0.487
C 1.2302 0.7903 7.5450 0.570 -2.283 -0.360
N 0.9889 1.9551 6.9151 -3.497 -3.341 -2.850
C 0.0034 1.7056 5.9651 -0.461 -1.118 1.994
C 1.5284 3.2034 7.1795 0.349 1.973 0.161
H -1.7379 -1.1193 3.3590 0.030 0.396 -0.179
H -0.1426 -1.4625 3.9725 0.021 -0.196 0.467
H -0.4230 0.1472 3.4233 -0.494 0.152 -0.304
H -1.8169 -1.1088 5.8641 -0.120 0.167 0.059
H -2.2725 0.4644 5.1489 -0.109 -0.213 0.000
H 0.2156 -1.2097 7.3061 0.473 0.004 0.107
H 2.0770 0.6177 8.1927 -0.248 0.393 0.336
H -0.4096 2.4279 5.2766 -0.108 0.159 0.092
H 0.9468 3.6986 7.9571 0.240 0.022 0.187
H 1.3362 3.7500 6.2563 0.855 0.563 0.210
H 2.5628 3.0479 7.4860 0.016 0.660 -0.258
C -0.7104 5.0830 -0.8399 1.923 0.324 -0.123
C 0.7486 5.5000 -0.4818 -1.415 -0.829 1.139
N 1.6733 5.1436 -1.5212 2.631 0.344 -3.086
C 2.1582 3.8796 -1.9321 1.425 2.365 -1.083
C 3.0837 4.1661 -2.9672 -0.640 0.319 0.472
N 3.1335 5.5455 -3.2380 -3.931 -1.443 4.486
C 2.2603 6.0856 -2.3133 0.112 -1.028 -0.457
C 3.9264 6.2970 -4.1513 0.434 0.384 -0.496
H -1.3067 5.0722 0.0724 -0.347 0.425 -0.357
H -0.6702 4.0699 -1.2402 -0.196 -0.077 0.001
H -0.9343 5.7917 -1.6372 -1.050 -0.139 0.225
H 1.0182 4.9653 0.4289 0.348 0.158 0.020
H 0.8462 6.5719 -0.3097 -0.064 -0.125 0.067
H 1.8648 3.0103 -1.3623 0.076 -0.300 -0.540
H 3.7803 3.6122 -3.5791 -0.354 -0.685 0.356
H 1.9828 7.1265 -2.2365 0.281 0.041 -0.074
H 3.8345 7.3336 -3.8273 0.468 -0.025 -0.219
H 3.5434 6.2169 -5.1686 0.108 -0.114 0.041
H 4.9420 5.9095 -4.0712 0.063 0.434 -0.245
C -1.7856 -1.5277 -4.9923 -0.569 -0.177 -0.622
C -2.7101 -0.3813 -5.4152 -0.646 -0.279 -0.073
C -2.6811 0.7502 -4.4600 0.968 1.488 -0.743
N -3.1829 2.1126 -5.0979 0.574 -1.238 0.535
C -4.6008 1.8857 -5.7064 2.094 0.329 0.001
C -2.0897 2.7661 -6.0719 -1.752 0.327 0.214
C -1.5453 4.0017 -5.3200 0.576 0.110 -1.200
C -1.8588 3.7577 -3.8744 -1.100 -0.486 0.230
C -3.2698 3.1177 -3.9822 0.337 0.636 1.277
H -2.0744 -2.1060 -4.1147 -0.377 0.242 0.110
H -0.7605 -1.2015 -4.8161 0.024 0.089 -0.332
H -1.8858 -2.1857 -5.8555 0.706 -0.446 0.227
H -3.7485 -0.7071 -5.4755 0.045 -0.481 -0.346
H -2.4152 -0.0585 -6.4137 0.060 0.009 -0.068
H -1.6208 0.9027 -4.2585 -0.180 0.473 0.767
H -3.2428 0.5027 -3.5592 0.074 0.607 0.073
H -5.1124 1.2966 -4.9452 -0.550 0.756 -0.029
H -4.5863 1.2870 -6.6171 0.456 0.022 0.065
H -4.8857 2.9027 -5.9761 -0.872 -0.326 0.403
H -2.7697 3.0509 -6.8748 0.640 0.117 -0.419
H -1.3163 2.0925 -6.4411 -0.424 -0.400 0.381
H -1.9495 4.9071 -5.7726 -0.683 -0.002 0.424
H -0.4852 4.1880 -5.4920 0.219 -0.649 0.011
H -1.8646 4.6646 -3.2697 -0.163 -0.175 -0.091
H -1.1471 3.0498 -3.4495 -0.039 -0.083 0.202
H -4.0050 3.9098 -4.1243 0.000 -0.033 -1.015
H -3.6699 2.6593 -3.0778 0.537 -0.456 0.058
C 5.1646 -5.6911 -2.6429 0.134 1.589 0.407
C 4.8568 -4.1154 -2.4705 0.297 -1.440 -0.431
C 3.5724 -3.6982 -3.1712 0.526 -0.235 0.198
N 3.3113 -2.1863 -3.0680 -2.302 0.019 -2.055
C 1.8914 -2.0021 -3.7359 0.697 -0.374 1.039
C 3.1614 -1.6579 -1.6746 0.931 1.166 0.821
C 3.8810 -0.2498 -1.7343 -0.151 -1.480 1.418
C 5.0545 -0.5653 -2.6253 -0.772 0.442 -1.063
C 4.3187 -1.2767 -3.7868 1.564 0.048 0.392
H 4.3653 -6.2766 -2.1884 -0.082 -0.040 -0.366
H 6.0806 -5.9699 -2.1220 -0.049 0.345 0.319
H 5.4022 -5.9735 -3.6685 -0.616 0.125 -0.127
H 5.6997 -3.5256 -2.8308 0.103 -0.097 -0.071
H 4.7174 -3.8877 -1.4137 0.252 -0.263 0.063
H 2.7553 -4.2617 -2.7207 -0.240 0.545 0.371
H 3.4972 -3.9945 -4.2175 0.481 0.429 -0.190
H 1.8737 -2.2711 -4.7920 0.389 -0.136 0.179
H 1.4906 -0.9997 -3.5854 0.427 0.195 0.161
H 1.3051 -2.6862 -3.1225 -0.305 0.028 -0.504
H 2.1316 -1.6814 -1.3184 -0.003 0.343 -0.625
H 3.6805 -2.3206 -0.9821 0.259 0.096 -0.254
H 3.2232 0.5553 -2.0618 -0.030 -0.163 -0.166
H 4.3255 -0.0016 -0.7704 -0.598 0.133 0.334
H 5.5537 0.3661 -2.8926 0.082 -0.209 -0.469
H 5.7907 -1.1922 -2.1223 -0.142 -0.180 -0.107
H 3.8226 -0.5548 -4.4355 -0.453 -0.091 0.371
H 5.0112 -1.7975 -4.4481 -0.303 -0.634 0.212
C -5.7921 2.5942 -0.2216 0.627 0.529 1.017
C -5.9007 1.1110 0.1110 -0.715 -0.480 -0.073
C -4.8715 0.2942 -0.6722 0.566 -0.860 0.069
N -4.5613 -1.1742 -0.1688 0.374 -0.950 -2.023
C -3.7162 -1.1062 1.1410 -2.445 0.399 -1.213
C -3.7620 -2.0138 -1.2585 0.119 1.495 0.837
C -4.0704 -3.5095 -1.0088 0.395 1.664 -0.562
C -5.5312 -3.4040 -0.6662 -1.469 -0.164 -0.152
C -5.8746 -2.0174 -0.1178 1.229 0.443 1.454
H -6.3274 2.9553 -1.0997 0.364 -0.413 -0.300
H -4.7318 2.8440 -0.1831 0.125 0.315 -0.617
H -6.1727 3.2186 0.5867 -0.307 -0.288 0.188
H -6.8969 0.7940 -0.1973 -0.090 -0.277 0.044
H -5.8858 0.9372 1.1869 0.435 0.170 0.075
H -3.8832 0.7436 -0.7696 0.072 0.267 0.361
H -5.2663 0.2083 -1.6845 0.067 -0.476 -0.135
H -4.5365 -0.7067 1.7374 0.942 0.174 1.092
H -2.9000 -0.4014 0.9825 -0.207 0.063 0.045
H -3.3900 -2.0846 1.4937 -0.226 -0.044 -0.317
H -2.7463 -1.6182 -1.2488 0.276 -0.370 0.392
H -4.1191 -1.6565 -2.2245 -0.511 -0.347 -0.032
H -3.4597 -4.0000 -0.2507 0.026 0.219 0.002
H -3.9453 -4.0025 -1.9728 0.146 -0.309 0.226
H -5.8896 -4.1894 -0.0008 0.008 0.022 -0.146
H -6.1068 -3.4335 -1.5914 0.023 -0.621 -0.018
H -6.1766 -2.0404 0.9293 -0.122 0.045 -0.049
H -6.6618 -1.5294 -0.6925 0.350 0.177 0.032
C 4.4231 -5.4576 6.4122 -1.407 0.449 -0.947
C 3.4618 -4.4255 5.6800 0.908 0.204 0.629
C 4.0831 -3.6810 4.4266 -1.266 -1.159 0.981
N 3.1086 -2.6659 3.8000 0.433 0.476 -0.168
C 1.8605 -3.3644 3.0776 0.990 0.888 0.516
C 2.7985 -1.5936 4.8814 -1.114 -0.380 0.395
C 2.9359 -0.1527 4.3400 -0.577 -1.181 0.439
C 3.3508 -0.4309 2.8994 -1.013 0.914 -0.708
C 3.8281 -1.8525 2.7218 0.996 0.121 0.438
H 4.9432 -6.0502 5.6596 0.288 -0.093 0.443
H 3.7275 -6.0863 6.9680 0.258 -0.324 -0.083
H 5.0470 -4.9963 7.1778 0.325 0.088 -0.533
H 3.2823 -3.7159 6.4876 0.023 0.618 -0.291
H 2.4703 -4.8681 5.5845 0.149 -0.238 -0.900
H 4.3860 -4.3078 3.5879 -0.098 -0.383 0.250
H 4.9787 -3.1972 4.8165 -0.167 0.556 -0.370
H 2.1995 -4.2207 2.4945 0.440 -0.011 0.396
H 1.4803 -2.6517 2.3457 0.031 0.273 0.256
H 1.0456 -3.6605 3.7381 0.474 0.130 0.384
H 1.8367 -1.9094 5.2855 0.023 0.391 0.089
H 3.5294 -1.6185 5.6897 0.027 -0.924 -0.257
H 2.0198 0.4378 4.3229 -0.263 -0.340 0.044
H 3.5464 0.3557 5.0861 0.729 0.169 -0.785
H 2.3886 -0.3894 2.3891 -0.004 0.342 -0.455
H 3.9820 0.3581 2.4905 0.186 -0.384 -0.201
H 3.6587 -2.3059 1.7451 -0.234 0.140 0.063
H 4.9080 -1.8552 2.8699 -0.001 -0.536 0.416
N -2.7597 3.0400 4.3694 -3.377 -2.004 -0.073
S -4.2929 2.3920 4.1050 -3.409 -1.241 3.232
O -4.3324 0.9089 3.8794 0.349 3.739 0.776
O -5.2209 3.2610 3.4027 1.742 -1.640 -0.033
F -4.7692 2.6708 5.6229 0.590 -1.082 -0.987
S -2.4781 3.1784 2.8650 3.915 2.292 -5.055
O -2.7954 4.4218 2.2035 -1.146 -1.251 0.306
O -2.4177 1.9648 2.0384 -0.642 1.188 1.238
F -0.9575 3.5065 3.0919 2.349 -0.442 0.416
C 0.1668 -3.4692 -0.5071 -1.202 -0.315 0.969
C 1.0565 -4.6069 -0.1243 2.077 1.570 -0.926
O 2.2861 -4.4773 -0.2291 -1.038 -0.830 0.569
O 0.5344 -5.7150 0.2462 -0.036 -0.340 0.222
H -0.7552 -3.5346 0.0707 -0.433 -0.192 -0.336
H -0.0472 -3.5530 -1.5726 -0.048 0.273 0.079
H 0.5712 -2.5111 -0.1805 0.452 -0.123 -0.461
C -0.0404 0.4900 0.3171 0.535 -0.665 -0.539
C -0.4488 0.8675 -1.1085 0.532 2.071 -1.242
O 0.4485 0.9765 -2.0147 0.261 -0.869 0.818
O -1.6170 1.2517 -1.2946 -0.830 -0.751 0.327
H -0.6821 -0.3361 0.6233 -0.089 0.111 0.452
H -0.0861 1.3258 1.0153 -0.491 -0.014 -0.130
H 0.9938 0.1464 0.2964 0.194 -0.176 0.037

---

(2)
160
Properties=species:S:1:pos:R:3:forces:R:3 method="wB97M-V/def2-TZVPD" total_charge=+4 e_homo_ev=-9.3 e_above_lowest_kcal_mol=168.2 spin_multiplicity=1 gap_ev=2.831
C 9.7490 7.7329 -0.5912 -0.253 -0.744 -0.555
C 9.9885 6.5986 -1.6527 1.089 0.681 0.144
N 8.8604 5.6805 -1.8626 0.326 -0.204 0.123
C 7.5522 6.0219 -1.5739 0.383 -1.343 -1.150
C 6.8606 4.9021 -1.8774 -1.156 -2.008 -0.331
N 7.6946 3.8351 -2.2811 1.319 3.576 -0.147
C 8.9693 4.4153 -2.3147 -2.816 -0.646 0.835
C 7.2854 2.4928 -2.8102 -0.198 0.842 1.593
H 9.5091 7.2844 0.3729 -0.155 0.067 -0.022
H 8.9708 8.4327 -0.8958 -0.280 -0.299 -0.049
H 10.5888 8.4071 -0.4230 0.445 -0.557 -0.358
H 10.8131 5.9407 -1.3780 0.130 0.296 0.286
H 10.2606 6.9918 -2.6322 -0.117 0.297 0.072
H 7.2146 7.0302 -1.3847 0.199 -0.272 0.256
H 5.7998 4.6998 -1.8934 0.018 0.262 0.177
H 9.8455 3.8496 -2.5952 0.166 0.403 0.102
H 7.7534 2.3879 -3.7890 -0.139 -0.683 0.407
H 6.2038 2.3600 -2.7883 -0.176 0.928 -0.837
H 7.4554 1.8219 -1.9681 1.224 -0.607 -0.662
C -2.7599 7.7579 5.9023 0.650 -0.522 0.038
C -2.3096 8.8425 4.9145 -0.756 -0.346 2.653
N -1.9707 8.3081 3.6509 -0.048 -1.273 -5.206
C -0.8238 7.5161 3.4111 -1.305 0.353 -0.393
C -0.8588 7.0866 2.0817 1.166 0.192 2.689
N -1.9731 7.5522 1.5311 -1.514 2.504 2.704
C -2.6679 8.3560 2.4511 2.240 -2.065 -0.265
C -2.2629 7.2789 0.1655 -0.673 -0.888 -0.811
H -2.1134 6.8845 5.8169 0.035 -0.133 -0.064
H -3.7867 7.4104 5.7877 0.013 0.313 0.108
H -2.5298 8.1654 6.8867 -0.649 -0.124 0.148
H -1.4121 9.2208 5.4038 -0.035 0.648 -0.609
H -3.1410 9.5468 4.9431 0.531 0.447 -0.841
H -0.2410 7.3259 4.3002 0.495 -0.151 -0.548
H -0.1760 6.5376 1.4502 0.140 -0.153 0.498
H -3.5927 8.8222 2.1447 0.045 0.229 0.595
H -1.3604 7.4302 -0.4267 -0.455 0.990 -0.297
H -3.2057 7.7753 -0.0643 0.505 0.157 -0.742
H -2.3953 6.2050 0.0333 -0.458 -0.112 0.281
C -1.8622 -14.4845 2.8182 0.552 -0.495 -0.517
C -2.1191 -13.0164 2.6450 -0.583 0.748 -0.346
C -1.1576 -12.2453 1.6447 -0.977 0.617 0.503
N -1.7058 -10.7798 1.3630 -0.059 -0.440 -0.684
C -1.6697 -9.9838 2.6136 -0.154 -0.713 1.024
C -3.1036 -10.8378 0.7869 -0.627 2.126 -0.053
C -3.3984 -9.3663 0.1573 0.546 -2.607 -1.059
C -2.0088 -8.9653 -0.3467 0.708 0.992 2.182
C -0.9572 -9.9891 0.2649 0.088 0.456 0.029
H -2.1716 -15.0031 1.9107 0.393 -0.170 -0.097
H -2.5070 -14.8973 3.5941 0.290 0.142 0.197
H -0.8061 -14.6586 3.0239 -0.119 -0.434 0.143
H -2.2491 -12.5782 3.6345 0.888 0.440 0.001
H -3.1627 -13.0134 2.3303 0.056 0.527 -0.768
H -1.0105 -12.7490 0.6894 -0.791 0.022 -0.193
H -0.1185 -12.1331 1.9541 -0.160 0.215 0.732
H -0.6279 -9.8781 2.9163 -0.071 0.733 -0.340
H -2.0826 -10.5393 3.4556 -0.303 -0.312 -0.358
H -2.3030 -9.0992 2.5463 0.658 0.229 -0.333
H -3.8184 -11.0692 1.5766 0.134 -0.386 -0.282
H -3.0145 -11.5748 -0.0112 -0.543 0.021 0.098
H -3.8641 -8.5977 0.7741 0.125 -0.502 0.372
H -4.0282 -9.4891 -0.7238 -0.349 -0.253 0.295
H -1.8780 -8.0487 0.2286 0.743 0.176 0.043
H -1.9293 -8.5420 -1.3480 0.183 -1.162 -0.309
H -0.1606 -9.4587 0.7866 -0.065 0.066 -0.089
H -0.4268 -10.6835 -0.3867 -0.618 -0.119 -0.297
C -0.3124 5.8702 -9.1979 0.033 0.728 -0.323
C -0.2256 4.3708 -9.0671 -0.910 0.335 -2.126
C -0.5417 3.7282 -10.5192 1.585 -2.458 1.871
N -0.4389 2.1559 -10.3461 -0.439 -2.425 -0.667
C 0.9829 1.6860 -9.8169 -1.204 0.337 0.288
C -1.6001 1.6022 -9.4769 0.575 -0.459 0.762
C -2.0443 0.1718 -9.9245 1.131 0.587 -0.405
C -1.7594 0.2883 -11.4639 -1.057 -0.083 0.767
C -0.6876 1.3491 -11.6650 0.666 0.515 -0.327
H 0.4147 6.1949 -9.9422 0.109 0.303 0.153
H -0.1156 6.3531 -8.2408 0.160 0.022 -0.087
H -1.2811 6.2382 -9.5359 -0.124 -0.203 0.007
H -0.9900 4.0811 -8.3461 0.209 -0.545 -0.062
H 0.7864 4.1702 -8.7155 -0.242 -0.520 -0.139
H 0.2149 3.7916 -11.3013 0.207 1.151 0.273
H -1.5133 3.9278 -10.9710 -0.056 0.085 0.454
H 1.1506 0.6169 -9.6860 -1.430 -0.336 0.078
H 1.0713 2.1340 -8.8272 0.516 0.117 -0.393
H 1.7890 1.8311 -10.5360 -0.300 1.296 -0.045
H -1.2464 1.7007 -8.4506 -0.383 -0.133 0.069
H -2.4652 2.2429 -9.6476 0.261 0.279 0.021
H -1.6028 -0.7099 -9.4598 0.951 0.453 0.076
H -3.0731 0.0041 -9.6057 -0.285 0.474 -0.642
H -1.4527 -0.6283 -11.9677 -0.116 -0.062 0.300
H -2.7074 0.5992 -11.9031 0.166 0.093 -0.317
H 0.2622 0.8956 -11.9485 -0.006 0.043 0.187
H -0.9286 2.0174 -12.4918 -0.125 0.296 0.278
C 8.9468 2.0206 4.3950 -0.681 0.623 -0.487
C 8.1881 1.5939 5.6100 -1.871 -2.350 0.281
C 6.9944 0.6574 5.1799 -0.739 0.098 0.490
N 6.0322 0.2443 6.3394 -0.089 -0.705 2.256
C 6.8571 -0.6925 7.2717 -0.530 0.231 -0.747
C 4.7136 -0.4288 5.8316 1.585 -0.571 -0.765
C 3.7348 0.6699 5.6572 -0.792 1.248 -0.581
C 4.2290 1.9023 6.4551 -0.513 -0.227 -0.061
C 5.3556 1.3725 7.2678 2.384 -0.933 -0.820
H 9.8668 2.5263 4.6882 -0.180 0.172 -0.353
H 8.2334 2.6410 3.8526 0.569 0.620 -0.328
H 9.1635 1.2071 3.7027 0.235 -0.250 0.340
H 7.6346 2.3511 6.1653 0.943 0.612 0.009
H 8.8557 1.0111 6.2447 -0.205 0.191 0.377
H 7.3074 -0.2789 4.7178 0.220 -0.151 0.340
H 6.3261 1.0772 4.4280 0.165 0.620 0.015
H 7.7415 -0.2366 7.7166 -0.245 0.604 -0.340
H 7.2235 -1.4950 6.6315 -0.296 -0.228 0.276
H 6.2401 -1.0213 8.1080 -0.149 -0.220 -0.386
H 4.2998 -1.2188 6.4583 0.819 0.134 0.562
H 4.9467 -0.8783 4.8663 0.128 -0.194 0.126
H 2.7261 0.3409 5.9067 0.095 0.109 0.023
H 3.7456 0.9858 4.6140 -0.394 -0.190 -0.037
H 3.4904 2.3113 7.1446 -0.108 0.123 -0.299
H 4.5028 2.6352 5.6961 0.255 0.324 0.549
H 5.0489 0.8289 8.1615 -0.233 -0.093 -0.207
H 6.1787 2.0139 7.5829 -0.303 0.331 -0.156
C -9.5603 -2.0310 3.6849 -0.520 -1.741 -0.567
C -8.4743 -1.0192 3.5532 0.906 -0.267 -0.617
C -7.1393 -1.7577 3.0898 -0.497 1.110 1.685
N -5.8818 -0.9555 3.3992 -0.088 0.961 -0.244
C -4.7001 -1.7855 2.9445 -1.006 -0.364 0.626
C -5.7293 -0.4343 4.8772 1.202 -0.372 0.214
C -5.2140 1.0378 4.7996 -0.338 -0.236 0.552
C -4.8696 1.1496 3.3492 -0.404 2.319 -1.863
C -5.8404 0.3031 2.5809 0.458 -0.790 0.273
H -10.4623 -1.7091 4.2053 0.017 0.331 -0.504
H -9.2934 -2.9671 4.1753 0.502 0.174 0.514
H -9.7330 -2.3994 2.6737 -0.868 0.115 -0.044
H -8.4902 -0.4161 4.4610 0.946 -0.013 0.040
H -8.7641 -0.3621 2.7332 0.054 0.232 0.094
H -7.1396 -1.9441 2.0159 -0.085 0.103 0.047
H -6.9744 -2.7032 3.6065 -0.380 -0.049 0.042
H -4.9699 -2.1060 1.9382 0.189 -0.339 0.164
H -4.7210 -2.5880 3.6818 0.643 -0.340 -0.476
H -3.7422 -1.2687 2.8863 -0.317 0.232 0.427
H -4.9591 -1.0805 5.2981 -0.060 -0.020 0.052
H -6.6032 -0.5379 5.5204 -0.219 -0.178 -0.719
H -4.3938 1.3385 5.4516 0.502 -1.015 -0.045
H -5.9326 1.7455 5.2129 -0.742 -0.112 -0.823
H -3.8210 1.0302 3.0768 -0.025 -0.735 0.287
H -5.0832 2.0916 2.8440 0.183 0.833 0.745
H -5.4448 0.0948 1.5868 -0.438 -0.176 -0.078
H -6.8585 0.6903 2.5416 0.253 0.257 0.011
C 0.0937 -1.1431 -2.7442 -0.409 0.551 -1.598
C 0.4663 0.2912 -2.3969 0.731 0.753 -0.710
O 0.8840 0.4846 -1.2556 0.555 -0.056 2.533
O 0.4055 1.1952 -3.2638 -0.485 -0.295 -0.806
H -0.0712 -1.1123 -3.8212 -0.297 -0.326 -0.100
H -0.8631 -1.3691 -2.2734 0.246 -0.450 0.193
H 0.8983 -1.8644 -2.6011 -0.184 0.048 0.656
C -6.4337 -1.3703 -4.2519 0.753 1.054 1.337
C -6.4923 -2.8513 -4.5663 -0.985 -0.170 -0.456
O -5.6684 -3.2498 -5.3919 1.283 -0.197 -0.853
O -7.3641 -3.5268 -3.9982 -0.633 -0.298 0.991
H -6.1249 -0.7269 -5.0758 -0.236 -0.112 -0.091
H -5.6447 -1.2906 -3.5040 0.822 -0.026 -0.073
H -7.2117 -0.9330 -3.6262 -0.869 -0.188 -0.661